[1]
C4H5LiNdO6 as an isolated structure in a non-equilibrium geometry. Source: the OMol25 dataset; level of theory: wB97M-V/def2-TZVPD.

Last column: Löwdin spin population.
Cartesian coordinates (Å):
H 0.688 -1.196 2.833  0.000
O -0.143 1.029 -2.179  -0.013
C 1.368 -1.271 0.980  0.000
H 1.472 -1.307 -1.173  0.000
C -0.143 0.817 -0.886  0.000
H 1.921 -2.190 1.226  0.000
H 2.063 -0.423 0.969  0.000
O 0.713 1.344 -0.073  -0.001
O 0.348 -1.035 1.950  0.000
C 0.712 -1.452 -0.387  0.000
O -2.206 2.679 -1.019  -0.021
O -2.191 1.609 0.901  -0.001
H 0.305 -2.470 -0.464  0.000
Li -0.478 0.704 1.421  0.000
Nd -2.261 2.045 -3.229  4.039
O -0.389 -0.598 -0.590  0.000
C -1.777 1.718 -0.281  -0.002

Computed properties:
* charge: 0
* lowest unoccupied orbital energy (alpha / beta): -1.43 / -1.50 eV
* strongest force on any atom: 3.394 eV Å⁻¹
* multiplicity: 5
* frontier orbital gap (alpha / beta): 4.7 / 4.6 eV

=====

[2]
A 2-piece molecular cluster, C6H14NO overall in a non-equilibrium geometry. Source: the OMol25 dataset; level of theory: wB97M-V/def2-TZVPD.

Last column: natural (NBO) charge in e.
Cartesian coordinates (Å):
H -1.600 0.329 1.371  0.195
C -0.666 0.495 1.892  -0.401
C 0.210 1.731 -0.085  -0.092
C -0.217 2.987 -0.198  -0.322
O -0.655 -3.642 0.879  -0.973
H 1.324 -0.847 -2.225  0.245
H 1.712 -0.635 -0.529  0.229
H -0.531 -3.998 1.775  0.493
H -0.427 -0.955 0.221  0.465
H -0.327 3.650 0.648  0.217
H 1.698 1.435 -1.569  0.254
H -1.232 -4.356 0.557  0.485
H 1.124 1.492 1.925  0.236
H 0.072 1.414 -2.139  0.240
H -1.115 -0.866 -1.217  0.431
C 0.334 1.134 1.264  -0.221
H -0.124 -2.173 -0.886  0.454
H -0.585 3.417 -1.119  0.209
H -0.394 0.022 2.826  0.230
N -0.260 -1.199 -0.765  -0.682
C 0.711 1.031 -1.341  -0.463
C 0.945 -0.464 -1.283  -0.228

Computed properties:
* charge: +1
* lowest unoccupied orbital energy: -3.02 eV
* strongest force on any atom: 1.754 eV Å⁻¹
* ΔE to the lowest compared entry with this formula, charge and spin: 35.03 kcal/mol
* frontier orbital gap: 10.0 eV

=====

[3]
A 2-piece molecular cluster, N4O5 overall in a non-equilibrium geometry. Source: the OMol25 dataset; level of theory: wB97M-V/def2-TZVPD.

Last column: natural (NBO) charge in e.
Cartesian coordinates (Å):
O 0.469 2.023 0.375  -0.250
O 2.597 -0.734 -1.137  -0.327
N 2.682 -0.761 0.010  0.428
O -2.990 0.399 0.227  -0.234
O -0.719 0.146 -0.059  -0.364
N -2.219 -0.356 -0.131  0.762
O -2.178 -1.415 -0.602  -0.254
N 2.590 -0.648 1.126  -0.102
N -0.613 1.531 0.218  0.340

Computed properties:
* charge: 0
* lowest unoccupied orbital energy: -0.76 eV
* strongest force on any atom: 4.040 eV Å⁻¹
* ΔE to the lowest compared entry with this formula, charge and spin: 2.67 kcal/mol
* SMILES string: O=NO[N+](=O)[O-].N#[N+][O-]
* frontier orbital gap: 10.1 eV

=====

[4]
A 3-piece molecular cluster, C19H29F3N4O7P overall in a non-equilibrium geometry. Source: the OMol25 dataset; level of theory: wB97M-V/def2-TZVPD.

Last column: natural (NBO) charge in e.
Cartesian coordinates (Å):
C 8.532 -4.188 -2.433  -0.258
N -8.690 1.833 -1.012  -1.277
H -2.083 1.331 -0.030  0.248
H -5.855 -2.197 0.118  0.461
O 6.144 -2.190 -0.889  -0.495
H 5.439 2.223 -0.648  0.228
C -4.669 -0.380 0.555  0.185
H 4.433 2.530 -2.054  0.212
N -5.799 -1.178 0.177  -0.504
H -9.528 2.036 -0.457  0.391
H 3.981 -2.935 -2.408  0.232
H -7.817 -0.516 -0.478  0.300
F -2.106 -4.658 1.287  -0.309
C -1.842 3.518 0.743  -0.219
C 2.631 -0.777 1.732  -0.259
H 3.971 3.736 0.737  0.199
F -1.210 -2.916 0.188  -0.320
H 8.850 -3.539 -3.250  0.199
C -2.673 4.611 1.305  0.050
H 9.418 -4.608 -1.960  0.199
C 3.630 3.332 -0.219  -0.072
H 3.028 4.104 -0.700  0.187
C -3.294 -1.032 0.957  -0.478
C -4.959 1.077 0.476  0.147
C 4.986 -1.422 -1.230  -0.071
C -2.572 2.222 0.424  -0.146
H -2.113 5.571 1.500  0.222
H -6.801 3.343 -1.216  0.036
C -1.955 -3.284 1.294  0.971
C 3.802 -2.323 -1.522  -0.644
H 4.757 -0.797 -0.365  0.185
H -5.162 -2.997 1.970  0.471
C -4.709 3.501 1.352  0.027
H -5.806 3.493 1.602  0.201
H -3.829 -3.056 0.217  0.182
H -2.571 -0.851 0.101  0.251
H 7.917 -5.006 -2.811  0.189
C -6.787 -0.245 -0.119  0.287
O 2.271 0.319 0.901  -0.507
F -1.326 -2.942 2.475  -0.308
P -7.395 2.439 -0.288  1.386
H 3.458 -1.327 1.281  0.192
O 2.762 2.207 -0.012  -0.506
H -2.901 -0.470 1.846  0.271
H 2.900 -1.732 -1.692  0.213
C 6.786 -2.752 -1.922  0.982
H 5.200 -0.751 -2.065  0.197
H 2.893 -0.446 2.737  0.203
N -6.337 1.060 0.050  -0.630
H 3.626 -3.011 -0.692  0.208
O 4.202 1.333 1.503  -0.629
H -0.740 3.628 0.560  0.262
C 3.183 1.295 0.866  0.978
C -4.041 2.321 0.752  -0.143
O 7.813 -3.458 -1.439  -0.491
N -4.006 4.650 1.627  -0.382
H 1.772 -1.442 1.803  0.192
C -3.379 -2.608 1.156  0.032
H 5.395 3.847 -1.347  0.226
H -7.857 3.067 0.913  0.017
C 4.793 2.966 -1.119  -0.641
O -4.241 -2.908 2.253  -0.686
O 6.480 -2.653 -3.083  -0.644

Computed properties:
* charge: +1
* lowest unoccupied orbital energy: -3.89 eV
* strongest force on any atom: 5.399 eV Å⁻¹
* ΔE to the lowest compared entry with this formula, charge and spin: 91.00 kcal/mol
* frontier orbital gap: 8.2 eV

=====

[5]
C24H53InNO5 as an isolated structure in a non-equilibrium geometry. Source: the OMol25 dataset; level of theory: wB97M-V/def2-TZVPD.

Last column: Mulliken charge in e.
Cartesian coordinates (Å):
H -1.646 5.446 -3.073  0.385
H 1.414 1.299 -5.843  0.352
C -2.625 2.352 -4.756  -0.347
C 0.100 1.831 2.234  -1.510
C 3.344 -4.942 4.471  -0.483
C -0.933 5.312 -2.268  -0.905
H -5.043 4.605 -5.753  0.431
H -1.111 2.180 0.529  0.106
H -0.650 4.293 -4.698  0.219
H 0.345 3.596 -2.145  0.182
C 2.300 -5.083 2.373  -0.685
H -3.270 0.464 4.130  0.347
H 6.974 -8.514 3.658  0.233
C -4.583 3.621 -5.785  -1.511
H -3.456 2.391 0.451  -0.138
H 2.512 -7.609 4.218  0.171
C -0.856 5.053 0.273  -1.044
C 0.652 2.073 -5.779  -0.912
H 0.379 2.293 3.179  0.379
C -0.663 1.389 -6.151  -0.936
H -0.921 -1.000 1.004  -0.375
H -0.342 6.010 0.193  0.455
H 4.480 -9.100 6.019  0.350
H -3.818 -0.577 2.781  0.324
C 2.884 -7.941 5.189  -0.378
C -3.920 1.510 2.392  -0.378
H -1.929 2.346 -3.925  -0.006
H 0.733 4.369 1.558  0.418
H 2.325 -4.700 4.794  0.314
H -0.544 1.075 -7.188  0.366
H 1.317 -5.215 2.837  0.317
C -0.710 2.778 1.340  0.317
C 0.753 2.649 -4.366  -0.849
H 1.049 4.697 -4.740  0.423
O 3.323 -5.595 3.213  -0.301
H -1.635 3.620 -1.161  0.111
C 0.301 4.103 -4.218  -0.704
C -1.941 2.225 -6.117  -0.798
H -4.911 1.472 0.477  0.433
C -3.246 0.303 3.056  -1.310
H -0.587 6.300 -1.969  0.421
H 3.646 -9.864 4.634  0.393
N 0.306 -2.282 3.600  0.196
H 3.912 -4.008 4.366  0.405
H 2.070 -8.475 5.686  0.396
C -1.589 4.692 -1.021  -0.354
H 0.265 2.020 -3.630  0.488
H -0.777 0.470 -5.587  0.333
H -3.284 1.500 -4.606  0.524
H -2.602 5.081 -0.957  0.416
H 4.244 -5.181 6.371  0.398
O 5.009 -8.423 4.132  -0.248
C 0.096 3.958 0.783  -0.850
H -3.339 0.640 0.464  0.239
O 3.168 -6.840 6.036  -0.463
H -5.354 2.876 -5.617  0.350
H -2.650 1.722 -6.769  0.501
C 4.033 -8.916 5.035  -0.567
C 0.312 4.509 -2.724  -0.518
C -3.526 3.578 -4.679  -0.215
H 1.201 5.101 -2.540  0.422
H -1.590 5.171 1.065  0.428
H -4.050 3.606 -3.730  0.430
H -4.973 1.488 2.681  0.401
O 1.398 -2.087 3.145  -0.316
H -1.507 3.192 1.955  -0.014
H 2.324 -5.646 1.440  0.270
C 6.284 -8.969 4.366  -0.777
C 4.009 -5.814 5.512  -0.430
H 1.032 1.595 1.724  0.376
H 6.627 -8.740 5.383  0.327
H -1.785 3.201 -6.571  0.443
H 1.807 2.650 -4.094  0.515
H 6.283 -10.056 4.216  0.320
H -3.548 2.447 2.792  0.318
H -2.961 4.501 -4.762  0.142
In -1.112 -0.041 2.492  1.068
H 4.950 -6.227 5.143  0.177
H 0.717 3.573 -0.022  0.335
O -0.246 -1.200 4.107  -0.624
H 0.934 2.841 -6.498  0.342
H 2.461 -4.026 2.161  0.258
C -3.894 1.483 0.855  -0.663
H -4.149 3.522 -6.773  0.343

Computed properties:
* charge: -1
* lowest unoccupied orbital energy: 2.53 eV
* strongest force on any atom: 1.305 eV Å⁻¹
* ΔE to the lowest compared entry with this formula, charge and spin: 6.52 kcal/mol
* frontier orbital gap: 7.2 eV

=====

[6]
CCl3F as an isolated structure in a non-equilibrium geometry. Source: the OMol25 dataset; level of theory: wB97M-V/def2-TZVPD.

Last column: natural (NBO) charge in e.
Cartesian coordinates (Å):
Cl -0.817 1.410 -0.458  0.057
F 0.207 0.096 1.374  -0.338
C -0.040 -0.054 0.008  0.145
Cl 1.678 -0.130 -0.541  0.008
Cl -1.028 -1.322 -0.384  0.128

Computed properties:
* charge: 0
* lowest unoccupied orbital energy: 0.50 eV
* strongest force on any atom: 3.995 eV Å⁻¹
* ΔE to the lowest compared entry with this formula, charge and spin: 8.88 kcal/mol
* frontier orbital gap: 11.9 eV